{
  "formula": "C12H14FIN2Pt",
  "method": "ωB97M-V with the def2-TZVPD basis set",
  "e_tot_ev": -29693.47169,
  "e_above_lowest_kcal_mol": 0.0,
  "mol_weight_da": 527.2,
  "lumo_ev": [-8.30, -12.17],
  "spin_multiplicity": 5,
  "homo_lumo_gap_ha": [0.2894, 0.1467],
  "s2": 6.015,
  "charge": 2,
  "elements": ["C", "C", "H", "H", "H", "H", "H", "H", "C", "C", "C", "C", "H", "H", "H", "H", "N", "C", "C", "N", "C", "C", "C", "H", "H", "C", "H", "H", "Pt", "I", "F"],
  "positions_angstrom": [[-2.04415, -4.19283, 1.64670], [-0.82855, -4.24272, 2.48828], [-2.93024, -3.99519, 2.25037], [-2.24979, -5.13684, 1.11155], [-1.97756, -3.42695, 0.90411], [-0.38024, -3.22900, 2.47924], [-1.00942, -4.45313, 3.53694], [-0.06637, -4.89604, 2.08167], [-1.91149, 0.58874, -1.51664], [-2.41301, 1.31461, -2.57413], [-1.65287, 2.40482, -3.03216], [-0.38567, 2.66406, -2.49297], [-2.39723, -0.28788, -1.08923], [-3.39215, 1.06692, -3.00024], [-2.07504, 3.05411, -3.80923], [0.19813, 3.53566, -2.78466], [-0.79493, 1.00812, -0.90254], [0.10866, 1.85686, -1.46404], [1.36065, 1.83900, -0.74416], [1.31216, 0.97720, 0.31117], [2.41077, 0.52699, 0.94178], [3.62050, 2.33708, -0.02943], [3.59810, 1.22154, 0.83078], [2.29003, -0.35437, 1.57074], [4.47194, 0.94598, 1.43537], [2.51409, 2.62898, -0.82794], [2.47050, 3.52487, -1.45413], [4.51643, 2.97488, -0.05257], [-0.52944, 0.53644, 1.04813], [-1.78989, 0.37753, 2.97646], [-0.04389, -1.16947, 0.16078]],
  "mulliken_spin": [0.004, 0.001, 0.000, -0.001, -0.002, 0.005, 0.000, 0.000, 0.010, -0.002, 0.017, 0.015, 0.009, 0.002, 0.000, 0.004, 0.283, -0.007, 0.006, 0.241, -0.014, -0.004, 0.025, 0.010, 0.002, 0.030, 0.003, 0.000, 1.828, 1.129, 0.408]
}


{
  "formula": "C12H14FN3O2S",
  "method": "ωB97M-V with the def2-TZVPD basis set",
  "e_tot_ev": -34788.59245,
  "smiles": "CCn1cc(S(=O)(=O)Nc2cc(F)ccc2C)cn1",
  "mol_weight_da": 283.3,
  "lumo_ev": 0.50,
  "homo_lumo_gap_ha": 0.3380,
  "elements": ["C", "H", "H", "H", "C", "N", "C", "C", "C", "N", "H", "S", "O", "O", "N", "C", "C", "C", "C", "C", "C", "C", "H", "H", "H", "H", "H", "F", "H", "H", "H", "H", "H"],
  "positions_angstrom": [[-3.44903, -2.06561, 0.64270], [-2.60162, -2.70158, 0.40023], [-3.20673, -1.48237, 1.52787], [-4.30563, -2.69522, 0.86527], [-3.77162, -1.14982, -0.53459], [-2.64214, -0.32688, -0.88087], [-2.19941, 0.77115, -0.24834], [-1.07294, 1.19144, -0.92646], [-0.91523, 0.26089, -1.96579], [-1.86942, -0.64376, -1.91384], [-0.16667, 0.23139, -2.72930], [-0.10594, 2.59939, -0.49131], [0.51047, 3.14692, -1.65563], [-0.88922, 3.44454, 0.35922], [1.06400, 1.96027, 0.53150], [1.86326, 0.87604, 0.19715], [2.24590, 0.71205, -1.12973], [3.03832, -0.36547, -1.47075], [3.47266, -1.28394, -0.53461], [3.09415, -1.09818, 0.78372], [2.29102, -0.03726, 1.17294], [1.89361, 0.13330, 2.61095], [2.27890, 1.07175, 3.00973], [2.29406, -0.67984, 3.21039], [0.80817, 0.13459, 2.71967], [3.42919, -1.80269, 1.53051], [4.09229, -2.11350, -0.83286], [3.39580, -0.52432, -2.76196], [1.94129, 1.43187, -1.87047], [0.80226, 2.04830, 1.49907], [-2.69102, 1.20329, 0.59843], [-4.00879, -1.74284, -1.41957], [-4.61991, -0.50391, -0.29326]],
  "lowdin_charge": [-0.073, 0.078, 0.070, 0.073, -0.184, -0.169, -0.032, -0.259, -0.109, 0.099, 0.114, 0.657, -0.267, -0.285, -0.043, -0.252, 0.034, -0.267, -0.012, -0.040, -0.218, -0.045, 0.087, 0.078, 0.082, 0.112, 0.115, 0.063, 0.107, 0.103, 0.136, 0.122, 0.123]
}


{
  "formula": "C12H14N",
  "method": "ωB97M-V with the def2-TZVPD basis set",
  "e_tot_ev": -14146.27429,
  "e_above_lowest_kcal_mol": 190.7,
  "mol_weight_da": 172.3,
  "lumo_ev": -4.52,
  "homo_lumo_gap_ha": 0.2476,
  "charge": 1,
  "elements": ["C", "C", "C", "C", "C", "C", "C", "C", "C", "C", "C", "C", "N", "H", "H", "H", "H", "H", "H", "H", "H", "H", "H", "H", "H", "H", "H"],
  "positions_angstrom": [[-1.56469, -2.52091, 2.14329], [-2.32425, -1.36158, 2.35683], [-0.50390, -2.50065, 1.28987], [-2.02390, -0.28494, 1.53803], [-0.23791, -1.49026, 0.40859], [0.86925, -0.42532, -1.44410], [-1.07988, 0.72923, -0.32423], [0.63115, -1.66117, -0.81892], [1.93544, 0.42302, -1.88630], [-0.51770, 2.04859, -0.19982], [1.67407, 1.92884, -1.56511], [1.01732, 2.21787, -0.16418], [-0.98706, -0.31196, 0.55205], [-1.56980, -3.34734, 2.77687], [-3.11582, -1.54887, 3.05347], [-0.01414, -3.48227, 1.33954], [-2.77163, 0.51922, 1.68977], [1.31570, -2.43319, -0.80300], [-0.02612, -1.80427, -1.71331], [2.90882, 0.16549, -1.47565], [1.87570, 0.54876, -2.98132], [-0.87950, 2.59024, -1.11434], [-0.88328, 2.50666, 0.71196], [2.59849, 2.38353, -1.67620], [1.08690, 2.34392, -2.40143], [1.22878, 3.25658, 0.12267], [1.35798, 1.51080, 0.58499]],
  "lowdin_charge": [-0.051, -0.008, -0.020, 0.014, -0.129, 0.094, 0.064, -0.087, -0.157, -0.219, -0.158, -0.153, -0.017, 0.101, 0.123, 0.143, 0.152, 0.116, 0.199, 0.134, 0.158, 0.130, 0.128, 0.088, 0.124, 0.121, 0.112]
}


{
  "formula": "C12H14N2O",
  "method": "ωB97M-V with the def2-TZVPD basis set",
  "e_tot_ev": -17693.99076,
  "e_above_lowest_kcal_mol": 135.6,
  "smiles": "CC/C(C)=N\\C(=C/N=O)c1ccccc1",
  "mol_weight_da": 202.3,
  "lumo_ev": -0.58,
  "homo_lumo_gap_ha": 0.2721,
  "elements": ["C", "C", "C", "C", "C", "C", "C", "C", "C", "C", "C", "C", "N", "N", "O", "H", "H", "H", "H", "H", "H", "H", "H", "H", "H", "H", "H", "H", "H"],
  "positions_angstrom": [[-4.28397, 0.19051, -0.27625], [-4.12611, -1.19928, -0.17322], [-3.24804, 1.04983, -0.09744], [-2.89613, -1.72974, 0.08942], [-1.91744, 0.44686, -0.11722], [-1.77059, -0.95988, 0.03918], [0.10851, -2.69842, 0.34617], [-0.43428, -1.51789, -0.04850], [1.47472, -0.16773, -0.71641], [2.14356, 0.50482, -1.91546], [1.93927, 1.32004, 1.23779], [2.12207, -0.12081, 0.66608], [0.34550, -0.73668, -0.86237], [1.33956, -2.92263, -0.05537], [2.02185, -3.87056, 0.32548], [-5.38254, 0.53248, -0.50330], [-4.95128, -1.78375, 0.05723], [-3.34493, 2.17272, -0.13973], [-2.86915, -2.82783, 0.10462], [-1.07945, 1.03779, 0.06319], [-0.46507, -3.46778, 0.79065], [1.39682, 0.45114, -2.69696], [3.11146, -0.16115, -2.02860], [2.38744, 1.55054, -1.50406], [2.38679, 1.30544, 2.23149], [0.79106, 1.47813, 1.42219], [2.43108, 2.10990, 0.63774], [1.69095, -0.88438, 1.19303], [3.17442, -0.23833, 0.68074]],
  "lowdin_charge": [-0.112, -0.084, -0.060, -0.045, 0.024, -0.170, -0.110, -0.192, -0.328, -0.006, -0.079, -0.171, 0.132, -0.110, -0.035, 0.141, 0.084, 0.121, 0.128, 0.069, 0.111, 0.070, 0.131, 0.092, 0.063, 0.101, 0.070, 0.060, 0.104]
}


{
  "formula": "C12H14N2O2S2",
  "method": "ωB97M-V with the def2-TZVPD basis set",
  "e_tot_ev": -41408.43032,
  "e_above_lowest_kcal_mol": 244.8,
  "smiles": "CSCC[C@@H](Nc1nc2ccccc2s1)C(=O)O",
  "mol_weight_da": 282.4,
  "lumo_ev": 0.06,
  "homo_lumo_gap_ha": 0.2827,
  "elements": ["C", "H", "H", "H", "S", "C", "H", "C", "H", "C", "N", "C", "N", "C", "C", "C", "C", "C", "C", "S", "H", "H", "H", "H", "H", "H", "C", "O", "O", "H", "H", "H"],
  "positions_angstrom": [[-0.62558, -3.09438, -4.06288], [0.19178, -3.04019, -4.78828], [-1.32387, -2.31937, -4.54422], [-1.12837, -3.98738, -4.19752], [-0.27247, -2.56247, -2.39656], [-1.75603, -2.87460, -1.45122], [-2.47937, -2.39878, -1.95253], [-1.70430, -2.26309, -0.20431], [-2.58866, -2.60583, 0.32970], [-1.72476, -0.83216, -0.03504], [-0.20711, -0.31448, -0.52114], [0.47309, 0.59209, 0.27963], [-0.06492, 0.83606, 1.57263], [1.15665, 1.44161, 2.08954], [1.09467, 2.05023, 3.37498], [2.20719, 2.68425, 3.99497], [3.05089, 3.06536, 3.07620], [3.17155, 2.63570, 1.76701], [2.15579, 1.83581, 1.09012], [1.91626, 1.10927, -0.26906], [3.97912, 3.03526, 0.95737], [4.17703, 3.63477, 3.45462], [2.31735, 3.00875, 4.86260], [0.42988, 1.55269, 4.23333], [-0.06640, -0.22444, -1.68117], [-1.81393, -0.58553, 0.95225], [-2.96978, -0.18286, -0.74708], [-2.58052, 0.32800, -1.99505], [-3.95978, -0.46948, -0.10988], [-4.74951, -0.10909, -0.71759], [-0.77297, -2.76382, 0.30879], [-1.98443, -3.83184, -1.61226]],
  "lowdin_charge": [-0.416, 0.040, 0.064, 0.000, 0.881, -0.506, 0.047, -0.303, 0.137, -0.160, -0.014, -0.677, 0.124, -0.290, -0.021, -0.118, -0.190, -0.098, -0.591, 1.164, 0.144, 0.178, 0.025, 0.145, 0.139, 0.093, -0.422, -0.060, 0.210, 0.243, 0.174, 0.058]
}


{
  "formula": "C12H14N2S",
  "method": "ωB97M-V with the def2-TZVPD basis set",
  "e_tot_ev": -26482.75501,
  "e_above_lowest_kcal_mol": 85.9,
  "mol_weight_da": 218.3,
  "lumo_ev": 0.41,
  "homo_lumo_gap_ha": 0.3107,
  "elements": ["C", "C", "C", "C", "C", "C", "C", "C", "C", "C", "C", "C", "N", "N", "S", "H", "H", "H", "H", "H", "H", "H", "H", "H", "H", "H", "H", "H", "H"],
  "positions_angstrom": [[2.05022, -1.83202, 2.05355], [0.82813, -1.75706, 2.83826], [2.54951, -0.67323, 1.51905], [0.31163, -0.54609, 3.10665], [2.04067, 0.53815, 1.79597], [0.85895, 0.59260, 2.54432], [0.26716, 1.84989, 3.03421], [-1.00451, 1.81917, 0.70205], [-1.33116, -0.70747, -1.69472], [-0.69839, 0.36279, -2.60763], [-0.98377, -0.31673, -0.25820], [-0.72529, 1.58381, -1.84040], [-0.33607, 2.55221, 3.70706], [-0.80659, 1.09444, -0.39087], [-0.79061, 3.53170, 0.38210], [2.61975, -2.77389, 1.90907], [0.42387, -2.68473, 3.25174], [3.44754, -0.73602, 0.79267], [-0.71862, -0.50148, 3.59440], [2.60488, 1.32553, 1.35334], [-2.37330, -0.65308, -1.78369], [-0.97279, -1.80027, -1.91442], [0.36315, 0.21513, -2.99220], [-1.19481, 0.64052, -3.58499], [-1.65920, -0.56242, 0.58410], [0.01657, -0.83821, 0.00453], [0.14099, 2.14093, -1.84848], [-1.52170, 2.38510, -1.99791], [-1.29825, 3.68271, 1.53796]],
  "lowdin_charge": [-0.067, -0.073, -0.142, -0.082, -0.054, -0.240, -0.242, -0.434, -0.151, -0.198, -0.191, -0.206, 0.162, -0.235, 0.768, 0.111, 0.108, 0.140, 0.155, 0.115, 0.086, 0.145, 0.134, 0.130, 0.129, 0.130, 0.074, 0.128, -0.196]
}


Copy entry 1 word for word.
{
  "formula": "C12H14FIN2Pt",
  "method": "ωB97M-V with the def2-TZVPD basis set",
  "e_tot_ev": -29693.47169,
  "e_above_lowest_kcal_mol": 0.0,
  "mol_weight_da": 527.2,
  "lumo_ev": [-8.30, -12.17],
  "spin_multiplicity": 5,
  "homo_lumo_gap_ha": [0.2894, 0.1467],
  "s2": 6.015,
  "charge": 2,
  "elements": ["C", "C", "H", "H", "H", "H", "H", "H", "C", "C", "C", "C", "H", "H", "H", "H", "N", "C", "C", "N", "C", "C", "C", "H", "H", "C", "H", "H", "Pt", "I", "F"],
  "positions_angstrom": [[-2.04415, -4.19283, 1.64670], [-0.82855, -4.24272, 2.48828], [-2.93024, -3.99519, 2.25037], [-2.24979, -5.13684, 1.11155], [-1.97756, -3.42695, 0.90411], [-0.38024, -3.22900, 2.47924], [-1.00942, -4.45313, 3.53694], [-0.06637, -4.89604, 2.08167], [-1.91149, 0.58874, -1.51664], [-2.41301, 1.31461, -2.57413], [-1.65287, 2.40482, -3.03216], [-0.38567, 2.66406, -2.49297], [-2.39723, -0.28788, -1.08923], [-3.39215, 1.06692, -3.00024], [-2.07504, 3.05411, -3.80923], [0.19813, 3.53566, -2.78466], [-0.79493, 1.00812, -0.90254], [0.10866, 1.85686, -1.46404], [1.36065, 1.83900, -0.74416], [1.31216, 0.97720, 0.31117], [2.41077, 0.52699, 0.94178], [3.62050, 2.33708, -0.02943], [3.59810, 1.22154, 0.83078], [2.29003, -0.35437, 1.57074], [4.47194, 0.94598, 1.43537], [2.51409, 2.62898, -0.82794], [2.47050, 3.52487, -1.45413], [4.51643, 2.97488, -0.05257], [-0.52944, 0.53644, 1.04813], [-1.78989, 0.37753, 2.97646], [-0.04389, -1.16947, 0.16078]],
  "mulliken_spin": [0.004, 0.001, 0.000, -0.001, -0.002, 0.005, 0.000, 0.000, 0.010, -0.002, 0.017, 0.015, 0.009, 0.002, 0.000, 0.004, 0.283, -0.007, 0.006, 0.241, -0.014, -0.004, 0.025, 0.010, 0.002, 0.030, 0.003, 0.000, 1.828, 1.129, 0.408]
}